Density functional theory data (ωB97M-V/def2-TZVPD) for a 2-piece molecular cluster, C5H11NS overall at a distorted geometry.

ORCA input file:
```
! wB97M-V def2-TZVPD RIJCOSX def2/J DEFGRID3
* xyz 0 1
C 0.904 0.635 -1.300
S 0.495 -1.899 1.665
C -0.416 -0.156 -1.644
H -1.876 1.344 -1.107
H -0.331 -1.200 -1.631
N 1.339 0.321 -0.097
H 0.020 0.394 1.630
H 1.652 0.472 -2.266
C 0.321 -0.282 2.501
H -0.658 0.066 -2.638
H -0.337 -0.162 3.414
C 1.710 -0.869 2.530
C -1.575 0.331 -0.811
H 0.848 1.861 -1.125
H 2.174 -1.039 3.454
H 2.377 -0.524 1.742
H -2.544 -0.235 -1.077
H -1.246 0.284 0.258
*
```

Results
Energy relative to the best compared isomer or geometry (same formula, charge and spin) ... 5.671 eV
Calculated total energy ... -649.8306 a.u.
Frontier orbital gap (alpha / beta) ... 7.73 / 7.88 eV
LUMO energy (alpha / beta) ... -0.460 / -0.441 eV

Charges obtained by Mulliken population analysis, quoted in units of e: -0.371 -0.135 -0.527 0.322 0.367 -0.267 0.008 0.244 -0.174 0.370 0.312 -0.521 -0.856 0.283 0.344 0.240 0.301 0.061